ORCA calculation (ωB97M-V with the def2-TZVPD basis set) on a cluster of 2 separate species, C3H10N2 in total in a non-equilibrium geometry.

Structure (XYZ):
```
15
Properties=species:S:1:pos:R:3:mulliken_charge:R:1
C 0.003 1.050 1.734 -0.7803
C -0.480 -0.234 2.420 -0.8904
H -0.163 1.815 2.489 0.3362
H 1.072 0.927 1.589 0.2388
H -0.606 1.289 0.865 0.2559
H -0.038 -0.385 3.407 0.2990
H -0.288 -1.175 1.873 0.2449
H -1.561 -0.319 2.545 0.2947
N 1.025 -0.333 -0.791 -0.4633
C -0.081 -0.605 -1.552 0.1326
N -0.466 0.162 -2.501 -0.7228
H 0.982 -0.842 0.078 0.1975
H 1.479 0.539 -0.983 0.2788
H -0.499 -1.618 -1.495 0.3406
H -0.682 -0.379 -3.335 0.2379
```

## Properties
SMILES string	[H]/N=C/N.CC
LUMO energy	1.0	eV
orbital gap	9.79	eV
HOMO energy	-8.82	eV

ORCA calculation (ωB97M-V with the def2-TZVPD basis set) on a cluster of 2 separate species, C5H14N in total in a non-equilibrium geometry.

Structure (XYZ):
```
20
Properties=species:S:1:pos:R:3:mulliken_charge:R:1
C 0.359 -0.938 -2.870 -0.8783
N 0.029 -1.202 -1.461 -0.2648
H -0.554 -0.748 -3.388 0.3728
H 1.009 -0.085 -2.938 0.3450
H 0.857 -1.812 -3.300 0.3582
H -0.607 -1.956 -1.366 0.3390
H -0.431 -0.248 -1.006 0.2413
H 0.865 -1.342 -0.884 0.3920
C 0.112 0.376 2.955 -1.1864
C 0.259 -0.046 1.432 -0.3535
C -0.773 0.701 0.635 -0.2572
C -0.428 1.763 -0.217 -0.6379
H -0.745 -0.106 3.461 0.3523
H 1.091 0.119 3.480 0.3241
H -0.006 1.477 2.968 0.3525
H 0.151 -1.124 1.330 0.2970
H 1.273 0.218 1.071 0.3665
H -1.852 0.424 0.965 0.2621
H -1.224 2.396 -0.614 0.3009
H 0.615 2.132 -0.252 0.2744
```

## Properties
net charge	+1
LUMO energy	-3.3	eV
orbital gap	10.65	eV
HOMO energy	-13.94	eV

ORCA calculation (ωB97M-V with the def2-TZVPD basis set) on a structure of composition C26H40BN9Sm in a non-equilibrium geometry.

Structure (XYZ):
```
77
Properties=species:S:1:pos:R:3:mulliken_spin:R:1
Sm 0.022 -0.606 0.922 5.0811
C 0.179 4.510 -1.751 0.0002
C 0.132 3.574 -0.609 -0.0028
C 0.140 3.954 0.759 0.0006
C 0.079 2.728 1.486 -0.0017
N 0.059 1.691 0.649 -0.0154
N 0.061 2.234 -0.671 -0.0035
B 0.002 1.296 -1.914 -0.0158
N 1.270 0.316 -1.926 -0.0017
N 1.577 -0.443 -0.760 -0.0170
C 2.835 -0.974 -0.976 -0.0073
C 3.270 -0.625 -2.273 -0.0006
C 2.280 0.223 -2.806 -0.0003
C 2.322 0.942 -4.127 -0.0002
C 3.588 -1.750 0.035 0.0043
C 3.190 -3.256 -0.047 0.0000
C 3.428 -1.207 1.484 0.0063
C 5.071 -1.698 -0.390 0.0000
N -1.305 0.413 -1.790 -0.0042
N -1.692 -0.266 -0.608 -0.0106
C -2.930 -0.824 -0.861 -0.0043
C -3.330 -0.479 -2.180 -0.0009
C -2.278 0.270 -2.716 -0.0010
C -2.149 0.838 -4.100 -0.0001
C -3.690 -1.623 0.174 -0.0029
C -3.210 -1.333 1.593 0.0064
C -5.208 -1.265 -0.012 0.0000
C -3.520 -3.113 -0.265 0.0001
C 0.121 2.433 2.971 -0.0061
C 0.151 0.867 3.247 0.0206
C -1.109 3.068 3.604 -0.0007
C 1.454 3.079 3.456 -0.0005
H 0.273 5.524 -1.316 0.0000
H -0.751 4.473 -2.305 -0.0001
H 1.037 4.277 -2.403 0.0000
H 0.207 4.951 1.141 -0.0001
H 0.086 2.001 -2.907 0.0000
H 4.166 -1.002 -2.762 -0.0001
H 2.004 0.262 -4.910 0.0001
H 3.368 1.213 -4.334 0.0000
H 1.717 1.850 -4.117 0.0000
H 3.214 -3.582 -1.100 -0.0001
H 2.174 -3.416 0.330 0.0007
H 3.930 -3.837 0.506 -0.0001
H 4.013 -1.837 2.198 -0.0001
H 3.812 -0.169 1.521 0.0003
H 2.378 -1.191 1.854 -0.0001
H 5.131 -2.198 -1.347 -0.0001
H 5.751 -2.220 0.317 0.0000
H 5.401 -0.667 -0.501 0.0000
H -4.268 -0.691 -2.707 -0.0001
H -3.000 0.485 -4.664 0.0001
H -1.197 0.535 -4.545 0.0000
H -2.144 1.924 -4.062 0.0000
H -3.242 -0.260 1.768 -0.0013
H -2.179 -1.716 1.741 0.0005
H -3.896 -1.786 2.343 -0.0002
H -5.533 -1.568 -1.015 0.0000
H -5.427 -0.216 0.140 0.0000
H -5.795 -1.821 0.694 -0.0001
H -3.896 -3.251 -1.289 0.0001
H -4.166 -3.708 0.390 -0.0001
H -2.499 -3.510 -0.203 0.0002
H -0.816 0.407 2.923 -0.0040
H 0.196 0.670 4.346 -0.0002
H 1.070 0.421 2.807 -0.0027
H -1.029 3.125 4.691 -0.0001
H -2.017 2.582 3.313 0.0002
H -1.183 4.091 3.247 0.0001
H 1.616 2.989 4.530 -0.0001
H 1.459 4.125 3.208 0.0001
H 2.290 2.650 2.890 0.0001
N -1.748 -6.108 1.112 -0.0002
C -1.066 -5.557 1.874 0.0002
N -0.317 -4.890 2.733 0.0006
C -0.073 -3.710 2.306 0.0053
N 0.141 -2.622 1.969 -0.0209
```

## Properties
expectation value of S²	8.76
spin multiplicity	6
net charge	+1
LUMO energy (alpha / beta)	-3.6 / -2.4	eV
orbital gap (alpha / beta)	7.77 / 9.01	eV
HOMO energy (alpha / beta)	-11.36 / -11.37	eV

ORCA calculation (ωB97M-V with the def2-TZVPD basis set) on a structure of composition C45H43Cl4CsN11O2 in a non-equilibrium geometry.

Structure (XYZ):
```
106
Properties=species:S:1:pos:R:3:mulliken_charge:R:1
Cs 1.840 -2.166 0.894 1.1269
C 0.106 -5.132 -3.866 -0.4695
C -0.945 -4.661 -3.088 -0.5678
C -0.817 -4.556 -1.712 -0.1113
C 0.375 -4.906 -1.069 -0.6818
C 1.428 -5.381 -1.864 0.0321
C 1.291 -5.498 -3.239 -0.6475
N 0.523 -4.688 0.295 0.1450
C 0.580 -5.681 1.148 0.4011
C 0.373 -7.068 0.773 -0.5767
C 0.404 -8.071 1.685 -0.6488
C 0.651 -7.823 3.063 -0.8059
C 0.861 -6.539 3.465 -0.4284
C 0.834 -5.451 2.558 -0.1039
N 1.059 -4.151 2.959 1.0258
N 1.324 -3.981 4.186 -1.0535
C 1.495 -2.632 4.581 0.0746
C 2.186 -2.440 5.781 -0.5370
C 2.363 -1.160 6.254 -0.3644
C 1.825 -0.095 5.541 -0.5948
C 1.143 -0.381 4.374 -0.4561
N 0.978 -1.615 3.892 -0.0218
H 0.006 -5.210 -4.940 0.3841
H -1.878 -4.372 -3.559 0.3931
H -1.635 -4.199 -1.103 0.4195
H 2.355 -5.663 -1.376 0.4924
H 2.121 -5.869 -3.829 0.4342
H 0.170 -7.284 -0.268 0.3569
H 0.226 -9.089 1.356 0.3601
H 0.671 -8.640 3.772 0.3556
H 1.050 -6.309 4.504 0.4314
H 2.576 -3.307 6.296 0.4586
H 2.919 -0.988 7.167 0.3565
H 1.939 0.927 5.872 0.4012
H 0.700 0.417 3.788 0.4192
N -1.946 -2.314 3.090 -0.2642
C -3.138 -2.697 2.553 -0.5463
C -4.128 -3.366 3.238 -0.5781
C -5.334 -3.719 2.602 -0.6393
C -5.586 -3.401 1.299 -1.0468
C -4.600 -2.697 0.563 1.2152
C -4.763 -2.305 -0.786 -0.9188
C -3.770 -1.622 -1.422 -0.8867
C -2.584 -1.328 -0.712 -1.1239
N -2.392 -1.679 0.531 -0.0572
C -3.380 -2.352 1.175 0.9216
H -1.605 -2.757 3.924 0.2365
H -1.245 -2.082 2.403 0.2544
H -3.965 -3.636 4.274 0.4007
H -6.078 -4.263 3.172 0.3590
H -6.518 -3.674 0.821 0.3852
H -5.686 -2.553 -1.299 0.3917
H -3.870 -1.308 -2.452 0.4904
H -1.773 -0.794 -1.195 1.3677
Cl 4.770 -0.237 -2.390 -0.0552
C 3.602 -1.051 -3.404 0.7447
Cl 3.481 -2.759 -2.987 -0.0322
Cl 4.006 -0.870 -5.134 -0.1462
C 2.273 -0.456 -3.179 -0.2335
N 1.242 0.004 -2.986 -0.3101
C -0.501 4.838 -4.809 -2.0002
C -0.304 4.044 -3.506 2.2214
C -1.278 2.851 -3.543 -1.4138
C 1.135 3.518 -3.505 -1.8190
C -0.572 4.969 -2.268 1.8302
O -1.963 5.281 -2.167 -0.6893
C 0.191 6.305 -2.389 -1.2514
C -0.007 7.298 -1.235 -1.3387
C 0.928 7.151 -0.059 0.3184
C 2.310 7.144 -0.236 -0.0320
C 3.176 7.032 0.840 -0.8894
C 2.654 6.927 2.118 0.3883
Cl 3.732 6.793 3.477 -0.2337
C 1.286 6.926 2.327 -0.8990
C 0.437 7.039 1.237 -0.1025
C -0.204 4.361 -0.908 -2.7588
N -0.659 3.019 -0.603 1.1774
C 0.075 1.929 -0.339 -0.2179
N -0.696 0.920 0.011 -0.2316
C -1.936 1.465 -0.072 -0.5152
N -1.967 2.735 -0.413 -1.0183
H -0.419 4.151 -5.651 0.5398
H 0.248 5.617 -4.947 0.3580
H -1.490 5.301 -4.883 0.3929
H -1.332 2.462 -4.562 0.4827
H -2.280 3.139 -3.229 0.3576
H -0.949 2.026 -2.916 0.0739
H 1.299 2.915 -4.398 0.5048
H 1.335 2.869 -2.655 0.1830
H 1.873 4.321 -3.512 0.2903
H -2.275 5.546 -3.038 0.6272
H -0.167 6.788 -3.298 0.5567
H 1.256 6.122 -2.539 0.4116
H -1.042 7.244 -0.892 0.3905
H 0.126 8.305 -1.641 0.3743
H 2.725 7.231 -1.233 0.3857
H 4.246 7.027 0.693 0.4128
H 0.894 6.832 3.330 0.4089
H -0.634 7.027 1.399 0.4249
H -0.616 5.012 -0.139 0.6465
H 0.880 4.354 -0.787 0.5130
H 1.152 1.919 -0.394 0.4625
H -2.833 0.921 0.172 0.7345
O 5.270 -0.499 2.754 -0.7382
C 4.692 -0.692 1.715 0.6597
N 4.099 -0.900 0.706 -0.9058
```

## Properties
net charge	-1
LUMO energy	1.8	eV
orbital gap	5.86	eV
HOMO energy	-4.02	eV

ORCA calculation (ωB97M-V with the def2-TZVPD basis set) on a structure of composition C13H19AuI2N in a non-equilibrium geometry.

Structure (XYZ):
```
36
Properties=species:S:1:pos:R:3:mulliken_charge:R:1
Au -0.574 -1.337 -2.122 0.2861
I -1.542 0.949 -4.898 -0.1152
C -0.673 -0.900 -4.158 -1.2314
I -0.402 -3.908 -2.917 -0.4827
H 0.338 -0.902 -4.559 0.4700
H -1.242 -1.661 -4.675 0.3859
C -2.069 2.352 0.710 -1.4987
C -0.819 2.448 -0.174 0.4106
C -1.200 2.173 -1.624 -1.6052
C 0.286 1.580 0.396 0.7792
C 1.333 2.228 1.014 -0.7388
C 2.315 1.555 1.721 -0.9801
C 2.181 0.189 1.875 -0.7048
C 1.200 -0.534 1.230 0.8097
C 1.054 -1.987 1.635 0.4398
C -0.159 -2.148 2.562 -1.4917
C 0.957 -2.999 0.497 -1.5106
C 0.277 0.137 0.346 0.1879
N -0.544 -0.503 -0.439 -0.3643
H -2.845 3.015 0.332 0.4022
H -1.838 2.627 1.737 0.3552
H -2.451 1.335 0.702 0.3175
H -0.450 3.482 -0.126 0.4264
H -1.745 1.236 -1.688 0.1917
H -0.314 2.110 -2.252 0.4075
H -1.838 2.972 -2.002 0.4459
H 1.378 3.309 0.962 0.3049
H 3.138 2.089 2.171 0.3566
H 2.884 -0.338 2.508 0.3079
H 1.953 -2.237 2.218 0.4351
H -1.068 -1.878 2.027 0.3259
H -0.064 -1.502 3.435 0.3503
H -0.247 -3.182 2.898 0.4087
H -0.045 -3.000 0.079 0.0939
H 1.168 -3.998 0.878 0.4671
H 1.667 -2.775 -0.296 0.3574
```

## Properties
net charge	-1
LUMO energy (alpha / beta)	1.8 / 1.8	eV
orbital gap (alpha / beta)	5.78 / 5.74	eV
HOMO energy (alpha / beta)	-3.96 / -3.93	eV